# 1
{"formula": "C35H48N4O5S3SeTc", "method": "wB97M-V/def2-TZVPD", "elements": ["Tc", "N", "C", "C", "C", "C", "N", "C", "N", "N", "C", "O", "O", "H", "H", "H", "H", "H", "H", "H", "H", "H", "H", "H", "H", "H", "H", "O", "C", "C", "O", "O", "C", "C", "C", "C", "C", "C", "C", "C", "C", "C", "C", "C", "H", "H", "H", "H", "H", "H", "H", "H", "H", "H", "H", "C", "C", "S", "C", "C", "S", "C", "C", "S", "H", "H", "H", "H", "H", "H", "H", "H", "H", "H", "H", "H", "C", "C", "C", "C", "C", "C", "Se", "C", "C", "C", "H", "H", "H", "H", "H", "H", "H", "H", "H", "H", "H"], "coordinates": [[0.4192, 0.2916, 0.0067], [-0.6419, 2.1540, 0.3259], [-1.9393, 1.6930, 0.9108], [-2.8413, 2.7936, 1.4016], [-3.6206, 3.4031, 0.2504], [-4.6397, 2.4132, -0.3389], [-4.1032, 1.5760, -1.4292], [-4.0596, 1.9088, -2.7135], [-4.4226, 3.1290, -3.1180], [-3.6265, 1.0152, -3.6023], [-1.6078, 0.6320, 1.9613], [-2.3442, 0.3788, 2.8645], [-0.4492, 0.0016, 1.7322], [-0.1747, 2.7774, 0.9833], [-0.8060, 2.6931, -0.5212], [-2.4399, 1.1331, 0.1226], [-2.2756, 3.5637, 1.9351], [-3.5195, 2.3636, 2.1409], [-2.9535, 3.7559, -0.5449], [-4.1503, 4.2842, 0.6155], [-5.5210, 2.9443, -0.6996], [-4.9974, 1.7304, 0.4303], [-3.8815, 0.6115, -1.2223], [-4.8828, 3.7693, -2.4962], [-4.4542, 3.3425, -4.1007], [-3.1193, 0.1935, -3.3029], [-3.5128, 1.2762, -4.5675], [0.8437, 0.6459, -2.0909], [-0.0683, 0.0639, -3.0925], [-1.3272, -0.3761, -2.3162], [-2.2777, -0.8137, -2.9206], [-1.2891, -0.1799, -1.0275], [-0.5049, 1.1841, -4.0384], [-0.4867, 2.5157, -3.6312], [-0.9465, 3.5198, -4.4762], [-1.4391, 3.1956, -5.7327], [-1.4688, 1.8653, -6.1387], [-1.0037, 0.8634, -5.2979], [0.6486, -1.0696, -3.8017], [1.8695, -0.7764, -4.4131], [2.5964, -1.7714, -5.0481], [2.0967, -3.0674, -5.0950], [0.8746, -3.3587, -4.5067], [0.1490, -2.3656, -3.8582], [1.7463, 0.6125, -2.4394], [-0.0814, 2.7760, -2.6641], [-0.8925, 4.5553, -4.1624], [-1.7701, 3.9767, -6.4061], [-1.8354, 1.6080, -7.1246], [-1.0259, -0.1695, -5.6223], [2.2475, 0.2444, -4.4332], [3.5372, -1.5314, -5.5258], [2.6525, -3.8426, -5.6062], [0.4793, -4.3653, -4.5489], [-0.8084, -2.6012, -3.4163], [3.7789, -1.9630, -0.3418], [2.5425, -2.7010, -0.8680], [0.8977, -2.1200, -0.3505], [0.4121, -3.1065, 1.1013], [1.5052, -3.4287, 2.0964], [2.0093, -1.9399, 2.9948], [3.7399, -2.3039, 3.3957], [4.7671, -1.9294, 2.3394], [4.7778, -2.9326, 0.8276], [3.5090, -1.0230, 0.1337], [4.4348, -1.7429, -1.1842], [2.5635, -3.7599, -0.6093], [2.4826, -2.6312, -1.9559], [-0.0162, -4.0237, 0.6975], [-0.3933, -2.5253, 1.5537], [2.3834, -3.8515, 1.6120], [1.1123, -4.1675, 2.7965], [3.8238, -3.3517, 3.6844], [3.9325, -1.7032, 4.2871], [5.7661, -2.0638, 2.7578], [4.6664, -0.8811, 2.0559], [4.1011, 7.1303, 1.0083], [3.6410, 5.7009, 1.0126], [3.3581, 5.0318, -0.1738], [2.9649, 3.7022, -0.1899], [2.7048, 3.0402, -1.5097], [2.8352, 3.0267, 1.0366], [2.3589, 1.1960, 1.2069], [3.1417, 3.6715, 2.2562], [3.0846, 2.9692, 3.5897], [3.5230, 5.0025, 2.2088], [3.9735, 7.5908, 0.0306], [5.1600, 7.1825, 1.2699], [3.5588, 7.7188, 1.7485], [3.4657, 5.5567, -1.1167], [3.0266, 3.6788, -2.3309], [1.6418, 2.8459, -1.6319], [3.2420, 2.0902, -1.5820], [2.1356, 2.4582, 3.7488], [3.2297, 3.6819, 4.3985], [3.8730, 2.2168, 3.6623], [3.7478, 5.5101, 3.1402]], "mulliken_charge": [1.196, -0.077, 1.002, -0.847, -0.363, -1.454, -0.020, 0.711, -0.326, -0.365, 0.027, -0.613, -0.519, 0.455, 0.109, -0.698, 0.352, 0.462, 0.427, 0.426, 0.545, 0.489, 0.425, 0.187, 0.248, 0.237, 0.119, 0.681, 4.147, -1.307, -0.685, -0.477, -0.068, 0.012, -1.311, -0.674, -0.761, -0.675, -0.245, -0.913, -1.097, -0.585, -0.902, -0.059, -0.031, 0.121, 0.490, 0.472, 0.453, 0.444, 0.535, 0.503, 0.447, 0.494, 0.504, 0.377, -0.647, 0.577, -1.141, -0.726, 0.054, -0.799, -0.246, -0.128, -1.059, 0.545, 0.848, -0.183, 0.561, 0.345, 0.270, 0.556, 0.421, 0.460, 0.468, -0.095, -1.546, 0.440, -1.214, 0.892, -1.002, 0.667, 0.016, 0.725, -1.685, -0.942, 0.362, 0.350, 0.385, 0.344, 0.433, -0.071, 0.215, 0.320, 0.433, 0.320, 0.450], "s2": 3.780, "total_charge": 2, "spin_multiplicity": 4, "orbital_gap_ev": [7.762, 5.255], "total_energy_ha": -5634.1268}

# 2
{"formula": "C35H49BrF3N2O4P2SSe4Y", "method": "wB97M-V/def2-TZVPD", "elements": ["Y", "C", "C", "C", "P", "C", "C", "C", "C", "C", "C", "C", "C", "C", "C", "N", "C", "C", "C", "C", "C", "C", "C", "P", "C", "C", "C", "C", "C", "C", "H", "H", "H", "H", "H", "H", "H", "H", "H", "H", "H", "H", "H", "H", "H", "H", "H", "H", "H", "H", "H", "H", "H", "H", "H", "H", "H", "H", "H", "H", "H", "H", "H", "H", "H", "H", "H", "H", "H", "H", "Se", "Se", "Se", "Se", "C", "C", "N", "O", "H", "H", "H", "H", "H", "F", "C", "F", "F", "S", "O", "O", "O", "Br", "C", "C", "C", "C", "C", "C", "H", "H", "H", "H"], "coordinates": [[-1.2306, -0.0019, 1.1980], [1.7477, -1.5190, -4.4649], [1.7798, -1.8427, -2.9747], [2.8065, -0.9571, -2.2668], [0.1620, -1.7301, -2.0283], [-0.7212, -3.3203, -2.4829], [-0.3238, -4.0911, -3.7413], [-2.2408, -3.1330, -2.4404], [-0.7822, -0.4195, -2.8845], [-1.4407, -0.5981, -4.1083], [-2.2512, 0.3703, -4.6715], [-2.9662, 0.1313, -5.9749], [-2.4155, 1.5662, -3.9700], [-1.7759, 1.7696, -2.7684], [-0.9331, 0.7977, -2.2048], [-0.2574, 1.1024, -1.0006], [0.6803, 2.0784, -1.1771], [1.1445, 2.4903, -2.4620], [2.0435, 3.5238, -2.6270], [2.5717, 4.2278, -1.5480], [3.5454, 5.3632, -1.7278], [2.1825, 3.7951, -0.2878], [1.2970, 2.7436, -0.0792], [0.8883, 2.1184, 1.5597], [0.4498, 3.5809, 2.6172], [1.5598, 4.3708, 3.3053], [-0.4765, 4.4977, 1.8200], [2.5054, 1.4342, 2.1708], [3.7780, 2.2640, 2.0045], [2.7115, 0.0908, 1.4691], [2.7398, -1.6646, -4.9074], [1.4635, -0.4754, -4.6182], [1.0389, -2.1368, -5.0143], [2.0896, -2.8862, -2.8406], [2.4858, 0.0880, -2.2612], [3.7772, -1.0081, -2.7720], [2.9372, -1.2688, -1.2308], [-0.4513, -3.9463, -1.6232], [-0.6295, -3.5732, -4.6532], [-0.8258, -5.0644, -3.7403], [0.7498, -4.2758, -3.8014], [-2.6131, -2.7527, -3.3947], [-2.5535, -2.4318, -1.6686], [-2.7271, -4.0916, -2.2405], [-1.3143, -1.5340, -4.6407], [-2.6461, -0.8075, -6.4297], [-2.7748, 0.9349, -6.6908], [-4.0480, 0.0772, -5.8268], [-3.0716, 2.3366, -4.3634], [-1.9174, 2.6930, -2.2206], [0.7709, 1.9894, -3.3447], [2.3447, 3.7926, -3.6365], [3.5767, 5.6865, -2.7704], [4.5641, 5.0808, -1.4427], [3.2704, 6.2308, -1.1220], [2.5886, 4.3064, 0.5781], [-0.1568, 3.1149, 3.4005], [2.1956, 4.9036, 2.5951], [2.1909, 3.7326, 3.9256], [1.1037, 5.1208, 3.9591], [0.0750, 5.0354, 1.0453], [-0.9419, 5.2237, 2.4922], [-1.2796, 3.9276, 1.3505], [2.3327, 1.2550, 3.2359], [4.0307, 2.3694, 0.9476], [4.6057, 1.7397, 2.4933], [3.7122, 3.2593, 2.4382], [2.7870, 0.2411, 0.3894], [1.8952, -0.5990, 1.6700], [3.6368, -0.3806, 1.8129], [-2.6708, 1.8418, 3.0848], [-4.7852, 2.2408, 2.1759], [-5.2224, 0.1932, 1.1399], [-3.5425, 0.2271, -0.5022], [-4.4424, -1.2930, 4.4490], [-3.1479, -1.8890, 3.9667], [-2.7390, -3.0445, 4.5603], [-2.4687, -1.3565, 3.1052], [-5.1680, -2.0633, 4.7197], [-4.8419, -0.6394, 3.6809], [-4.2080, -0.6848, 5.3257], [-3.1515, -3.2939, 5.4429], [-1.7492, -3.2474, 4.4450], [1.9762, -1.0455, 6.4699], [1.7828, -0.4741, 5.2717], [2.7897, -0.8631, 4.4733], [1.8923, 0.8541, 5.4394], [0.1333, -0.9440, 4.5919], [0.2428, -2.3812, 4.5046], [-0.7729, -0.4121, 5.5718], [0.1460, -0.2517, 3.2982], [-0.5822, -7.2060, 1.0131], [-0.7404, -5.2927, 1.0356], [0.3935, -4.5179, 1.1977], [0.2560, -3.1327, 1.1863], [-0.9705, -2.4698, 1.0290], [-2.0744, -3.3219, 0.8960], [-1.9850, -4.7125, 0.8879], [1.3619, -4.9847, 1.3326], [1.1725, -2.5620, 1.3113], [-3.0677, -2.8890, 0.7932], [-2.8671, -5.3308, 0.7701]], "mulliken_charge": [0.079, -1.584, 0.301, -1.348, 0.921, 1.271, -1.657, -1.680, 1.614, -0.093, 0.883, -1.891, -1.002, 0.778, -3.593, 1.073, -1.579, 0.149, -1.226, 0.724, -1.608, -0.046, -0.278, 1.123, 0.785, -1.568, -1.543, 1.303, -1.914, -1.465, 0.518, 0.177, 0.222, 0.553, 0.001, 0.571, 0.312, -0.140, 0.198, 0.482, 0.344, 0.514, 0.070, 0.430, -0.004, 0.348, 0.377, 0.318, 0.303, 0.594, 0.289, 0.258, 0.380, 0.290, 0.357, 0.311, 0.283, 0.196, 0.265, 0.498, 0.268, 0.437, 0.210, -0.072, 0.351, 0.486, 0.387, 0.277, -0.303, 0.621, -0.199, -0.271, -0.388, -0.245, -1.287, 0.295, -0.319, 0.727, 0.421, -0.031, 0.327, 0.215, 0.230, -0.257, 0.452, -0.229, -0.236, 1.365, -0.794, -0.702, -0.184, -0.291, -0.361, -0.681, -0.568, 2.734, -0.957, -0.405, 0.430, -0.277, 0.148, 0.438], "total_charge": -2, "orbital_gap_ev": 5.691, "total_energy_ha": -15372.4417}

Across the entries above, ΔE to the lowest compared entry with this formula, charge and spin takes the values 0.693; 0.918 eV, respectively.